--- P ---
Below is a structure of composition FHNO2S, with properties calculated with wB97M-V/def2-TZVPD.

Structure (ORCA input):
```
! wB97M-V def2-TZVPD RIJCOSX def2/J DEFGRID3
* xyz -1 1
S -0.9948 0.1132 0.1559
F 1.1030 -1.6210 0.4251
H 1.4185 0.3758 0.2134
O -0.4630 1.4402 0.6598
N 0.7051 -0.6101 -0.3726
O -1.7688 0.3020 -1.0815
*
```

Output
HOMO level: -3.6514 eV
Orbital gap: 7.95 eV

Charge distribution, Mulliken scheme, values in e: 0.455, -0.191, 0.259, -0.646, -0.329, -0.548

--- Q ---
Below is the ion FHNO2S with charge -1, with properties calculated with wB97M-V/def2-TZVPD.

Structure (ORCA input):
```
! wB97M-V def2-TZVPD RIJCOSX def2/J DEFGRID3
* xyz -1 1
H -1.6831 0.3812 0.3940
S 0.4738 0.3336 -0.4752
N 0.7696 -0.9439 0.4505
F 0.4475 -2.1753 -0.3238
O -1.1942 0.9484 -0.1027
O 1.1863 1.4560 0.0572
*
```

Output
HOMO level: -3.8785 eV
Orbital gap: 8.18 eV

Charge distribution, Mulliken scheme, values in e: 0.280, 0.384, -0.293, -0.275, -0.600, -0.495

The structure shown above that is most stable: Q.